ORCA calculation (ωB97M-V/def2-TZVPD) on a cluster of 2 separate species, CN3O2S in total in a non-equilibrium geometry.

The geometry in XYZ format:
```
7
Properties=species:S:1:pos:R:3:forces:R:3:mulliken_charge:R:1
C -2.921 -0.078 0.101 0.744 0.157 -0.051 0.098
N -3.990 -0.421 0.402 -0.107 -0.035 -0.027 -0.542
N 1.363 -0.843 -0.294 -0.292 1.151 0.404 -0.241
N 1.945 0.201 0.040 0.266 -2.089 -0.683 1.084
O 2.978 -0.561 -0.457 0.463 -0.035 -0.110 -0.410
O 1.990 1.265 0.520 -0.549 0.949 0.383 -0.533
S -1.364 0.437 -0.312 -0.525 -0.097 0.085 -0.455
```
Forces are in eV/Å.

Computed properties:
frontier orbital gap (spin up / spin down)	6.96 / 6.96	eV
LUMO (spin up / spin down)	3.1 / 3.1	eV
net charge	-1
HOMO level (spin up / spin down)	-3.8 / -3.8	eV